No. 1
28
Properties=species:S:1:pos:R:3:forces:R:3 method="wB97M-V/def2-TZVPD" fmax_ha_per_bohr=0.0719 gap_ev=8.59 e_above_lowest_kj_mol=0.0 total_charge=+1 total_energy_ha=-753.2936 smiles="NC(=[NH2+])c1nc(CO)cnc1N[C@H](N)O" e_lumo_ev=-3.533
N -0.426 -2.585 0.000 0.8 -2.0 1.2
C -0.709 -1.472 -0.558 0.9 2.4 -2.6
N -1.624 -1.340 -1.502 -0.4 -0.5 -0.9
C 0.289 -0.331 -0.445 -1.2 -3.0 -0.9
N 1.486 -0.752 -0.026 -1.4 1.1 0.2
C 2.334 0.225 0.055 3.4 0.0 -0.4
C 3.656 -0.194 0.662 -1.2 0.4 3.5
O 4.674 0.698 0.478 1.4 1.1 -0.8
C 2.165 1.469 -0.597 0.8 -0.2 0.4
N 1.005 1.792 -1.074 -0.5 0.5 -0.5
C 0.001 0.919 -0.931 -0.5 1.7 1.2
N -1.291 1.505 -0.996 1.4 -1.4 0.0
C -2.206 1.098 0.121 -2.7 2.2 -1.2
N -2.356 2.170 1.140 2.1 -2.7 0.9
O -1.821 -0.109 0.687 -0.1 1.1 1.6
H 0.494 -2.650 0.432 -0.2 0.3 0.2
H -0.753 -3.450 -0.391 -0.4 -0.1 0.1
H -2.437 -1.910 -1.668 0.3 -0.5 0.3
H -1.584 -0.530 -2.089 -0.1 0.5 0.0
H 3.473 -0.164 1.855 0.0 -1.0 -2.4
H 3.888 -1.172 0.271 0.0 -0.6 0.2
H 5.462 0.393 0.958 -0.4 0.2 -0.3
H 3.004 2.178 -0.702 -0.5 -0.5 0.1
H -1.109 2.517 -1.131 -0.7 -0.9 0.4
H -3.229 0.909 -0.375 1.3 0.7 0.7
H -2.482 3.084 0.739 0.1 0.3 0.0
H -1.478 2.083 1.768 -1.9 0.8 -1.4
H -2.492 -0.331 1.338 -0.2 0.0 0.3

=====

No. 2
55
Properties=species:S:1:pos:R:3:forces:R:3 method="wB97M-V/def2-TZVPD" spin_multiplicity=2 fmax_ha_per_bohr=0.0967 gap_ev="2.62 / 0.96" total_charge=+3 total_energy_ha=-3760.3530 e_lumo_ev="-10.468 / -12.135"
Cu -4.043 7.281 -0.552 0.2 0.0 0.1
Ag 0.825 7.161 6.117 0.2 -0.2 0.0
Na -1.804 -1.216 -1.936 0.4 -0.2 0.0
N -1.223 3.218 2.452 1.9 -2.1 -1.6
O -0.886 2.147 1.950 0.2 -2.1 -0.3
O -1.907 3.934 1.776 -3.3 3.2 -1.9
O -0.762 3.559 3.497 0.9 1.4 3.7
C 0.955 -5.314 -3.660 0.1 0.0 0.3
C 1.864 -4.110 -3.871 0.4 -0.2 -0.1
N 1.260 -2.931 -4.435 -1.5 1.7 -1.4
C 0.465 -3.082 -5.638 -1.0 -2.7 -0.6
C 1.178 -3.696 -6.833 0.8 0.7 -0.3
C 2.224 -1.878 -4.693 0.8 0.7 0.8
C 2.512 -1.179 -3.422 0.9 0.7 2.4
H 0.775 -5.853 -4.590 0.1 0.0 0.0
H -0.023 -5.126 -3.217 0.0 0.4 0.0
H 1.462 -5.981 -2.963 0.0 -0.2 -0.2
H 2.364 -3.747 -2.972 -0.3 -0.4 0.4
H 2.695 -4.461 -4.483 0.2 -0.1 -0.4
H -0.277 -3.870 -5.514 -0.5 0.1 0.9
H -0.146 -2.232 -5.942 0.6 0.6 0.4
H 0.572 -3.547 -7.726 0.2 -0.1 -0.1
H 2.148 -3.215 -6.959 0.1 0.0 -0.4
H 1.375 -4.762 -6.713 -0.1 0.0 0.1
H 1.931 -1.067 -5.360 -0.8 -0.6 -0.5
H 3.189 -2.191 -5.092 0.0 -0.7 -0.2
H 1.805 -0.409 -3.113 -0.2 0.3 -0.5
H 3.516 -0.759 -3.362 0.0 0.4 -0.3
H 2.508 -1.810 -2.533 0.0 -0.6 -0.2
C -0.432 -2.217 5.309 -0.1 -0.1 0.3
C -0.798 -2.883 4.063 -0.5 1.4 -0.2
N -1.166 -3.254 3.043 0.1 -0.4 -0.2
H -1.147 -1.489 5.693 -0.8 -0.5 -0.4
H 0.415 -1.539 5.201 0.6 -0.8 -0.1
H -0.353 -3.038 6.022 0.6 0.5 0.4
C 5.790 3.983 3.072 0.5 0.5 0.9
S 6.570 4.400 4.738 -2.2 -0.9 0.5
O 5.516 5.117 5.602 1.2 -0.8 -1.4
C 6.523 2.630 5.433 -1.1 1.1 -0.3
H 6.494 3.284 2.621 -0.2 0.0 -0.2
H 5.722 4.900 2.486 0.2 0.0 0.1
H 4.783 3.579 3.176 0.2 -0.2 0.3
H 6.192 2.885 6.440 1.1 -0.2 0.4
H 7.419 2.033 5.261 0.0 0.4 0.4
H 5.634 2.084 5.116 0.1 0.1 -0.8
C -9.131 3.055 2.516 -1.1 1.3 -0.8
S -8.458 2.914 0.784 1.4 -0.2 2.5
O -7.565 4.145 0.644 -0.9 -1.2 -0.2
C -7.318 1.465 1.001 0.0 0.1 -0.7
H -10.015 2.450 2.723 0.6 -1.0 -0.2
H -9.633 4.022 2.504 0.4 0.5 -0.1
H -8.321 3.068 3.245 0.0 -0.4 -0.3
H -7.835 0.505 1.010 -0.6 0.3 -0.2
H -6.786 1.542 1.949 0.0 0.5 -0.1
H -6.650 1.493 0.139 0.0 0.1 0.1

=====

No. 3
16
Properties=species:S:1:pos:R:3:forces:R:3 method="wB97M-V/def2-TZVPD" fmax_ha_per_bohr=0.0910 gap_ev=8.76 e_above_lowest_kj_mol=257.6 total_charge=+1 total_energy_ha=-454.4027 smiles="CN1C=[N+](C)C(=O)C1=O" e_lumo_ev=-5.732
C -0.258 -2.432 0.092 2.5 -3.4 1.3
N -0.731 -1.127 0.111 -2.8 1.9 -1.2
C -0.093 0.009 0.087 -1.1 1.1 1.4
N -0.745 1.212 0.127 0.3 -2.3 -0.1
C 0.074 2.439 0.098 1.5 -1.8 -2.0
C -2.115 0.977 -0.106 0.6 -4.6 0.2
O -3.092 1.582 -0.143 -1.0 2.0 -0.1
C -2.153 -0.867 -0.139 -0.3 3.2 0.7
O -3.076 -1.596 -0.157 1.2 0.3 -0.2
H 0.852 -2.383 0.296 -1.1 -0.3 -0.2
H -0.733 -3.063 0.940 0.6 1.1 -1.5
H -0.379 -2.936 -0.891 -0.2 0.4 0.7
H 0.942 0.049 0.254 1.4 -0.2 -0.2
H -0.186 2.833 -0.909 0.8 0.7 1.0
H 1.150 2.013 0.152 -1.6 1.2 -0.5
H -0.029 3.066 0.941 -0.7 0.7 0.7

=====

No. 4
304
Properties=species:S:1:pos:R:3:forces:R:3 method="wB97M-V/def2-TZVPD" fmax_ha_per_bohr=0.0871 gap_ev=8.42 total_energy_ha=-8690.0459 e_lumo_ev=0.075
O 3.747 8.644 -1.022 -1.0 -0.3 2.4
P 3.194 8.017 0.267 0.4 1.8 -1.1
N 3.057 6.384 0.357 -1.5 0.3 -1.0
C 1.943 5.646 -0.313 0.4 -0.2 0.6
C 4.214 5.589 0.321 1.8 -2.6 1.0
N 1.579 8.467 0.529 0.8 -0.7 -0.2
C 1.163 9.776 0.052 0.4 0.4 0.0
C 0.780 7.916 1.652 -0.5 3.3 -0.5
N 4.277 8.461 1.503 -0.9 -1.6 0.3
C 4.803 9.820 1.529 -0.1 0.4 0.5
C 4.216 7.727 2.820 -0.2 1.5 -0.5
H 1.070 6.271 -0.478 0.2 0.0 -0.1
H 1.664 4.821 0.352 -0.1 0.1 0.0
H 2.309 5.159 -1.232 -0.3 0.5 0.2
H 5.140 6.122 0.509 0.0 0.3 0.2
H 4.392 4.983 -0.579 -0.4 0.6 -0.2
H 4.101 4.758 1.064 0.3 0.6 -0.1
H 1.717 10.016 -0.889 -0.5 -0.1 0.8
H 0.076 9.689 -0.162 0.6 0.6 0.2
H 1.430 10.547 0.840 -0.8 -0.4 -1.0
H 0.334 7.007 1.440 -0.6 -2.1 -0.6
H 1.382 7.830 2.526 0.2 0.0 0.9
H -0.118 8.623 1.820 1.6 -0.9 0.1
H 5.680 9.890 2.191 -0.2 -0.2 -0.2
H 5.086 10.169 0.544 0.1 -0.3 -0.3
H 4.072 10.558 1.907 0.0 -0.3 0.1
H 3.791 8.390 3.600 0.1 -0.3 -0.3
H 5.211 7.443 3.160 0.2 0.0 -0.2
H 3.590 6.840 2.752 0.1 0.1 -0.2
O 5.515 -2.854 2.829 -0.2 -0.2 0.5
P 5.553 -2.472 4.268 2.2 0.4 -1.5
N 6.475 -3.491 5.206 0.0 -0.2 0.0
C 6.184 -4.909 5.241 0.0 -0.8 -2.9
C 7.497 -3.090 6.123 -0.4 0.0 1.1
N 4.142 -2.337 4.973 -2.8 0.1 1.2
C 2.893 -2.106 4.193 0.9 -0.8 0.6
C 3.860 -2.868 6.317 0.6 -1.9 -0.4
N 6.244 -0.947 4.378 -0.5 -0.2 1.0
C 5.971 0.000 5.461 0.4 0.3 0.5
C 7.565 -0.826 3.842 0.3 1.0 -2.1
H 5.496 -5.246 5.970 -0.5 -0.1 1.5
H 7.085 -5.559 5.236 -0.3 0.7 0.2
H 5.657 -5.182 4.283 0.6 0.3 0.7
H 7.206 -3.221 7.178 -0.1 0.0 -0.1
H 7.812 -2.085 6.003 -0.1 1.0 -0.1
H 8.387 -3.653 5.974 0.8 -0.8 -0.2
H 3.062 -1.988 3.131 0.4 0.1 -0.1
H 2.338 -3.041 4.334 -0.5 0.5 -0.2
H 2.406 -1.227 4.594 -0.5 0.0 0.1
H 3.507 -3.938 6.214 0.0 0.9 0.1
H 4.782 -2.978 6.918 -0.5 0.5 -0.3
H 3.086 -2.347 6.876 0.1 0.5 -0.2
H 4.956 -0.056 5.868 0.1 -0.3 -0.4
H 6.656 -0.089 6.344 -0.3 -0.1 -0.7
H 6.105 1.016 5.047 0.0 -0.3 0.4
H 7.840 0.239 3.729 -0.1 -0.4 0.2
H 7.619 -1.241 2.814 -0.2 0.0 0.6
H 8.314 -1.315 4.417 0.8 -0.3 0.5
O -1.244 6.155 5.305 0.1 -0.7 0.3
P -0.804 5.069 4.395 0.5 0.9 -1.6
N -1.102 3.454 4.699 0.5 -0.4 0.2
C -2.419 2.866 4.575 -1.5 0.8 -0.2
C -0.376 2.848 5.851 -0.1 0.3 0.4
N 0.889 5.158 4.258 0.1 0.2 -0.2
C 1.715 6.133 4.986 -0.4 -0.1 -0.4
C 1.738 4.390 3.371 0.2 -1.0 1.5
N -1.525 5.344 2.878 0.1 0.0 0.4
C -1.375 4.535 1.666 -0.4 -0.5 1.4
C -2.502 6.452 2.764 1.7 -0.3 0.5
H -2.340 1.821 4.363 0.4 -0.8 -0.4
H -3.063 3.317 3.768 0.9 -0.2 0.8
H -2.994 2.886 5.525 0.2 0.4 -0.3
H -0.696 3.436 6.761 0.1 -1.2 -0.4
H 0.671 3.111 5.728 0.2 -0.3 0.0
H -0.477 1.695 5.929 -0.2 2.1 -0.3
H 2.230 6.857 4.296 -0.6 -0.7 0.6
H 1.062 6.677 5.666 0.3 0.0 0.1
H 2.503 5.560 5.509 -0.2 0.4 0.1
H 1.210 3.631 2.836 -0.5 -0.5 -0.4
H 2.299 4.972 2.682 0.2 1.0 -0.9
H 2.537 3.875 3.966 -0.5 0.1 -0.2
H -0.610 4.846 0.965 0.2 0.3 -0.1
H -1.235 3.485 1.901 0.4 -0.2 0.1
H -2.344 4.530 1.225 -0.7 0.1 -1.0
H -2.321 7.039 1.872 0.3 0.3 -0.2
H -2.358 7.026 3.671 -0.3 0.5 -0.1
H -3.512 6.134 2.705 -1.1 -0.7 0.0
O -6.453 -4.056 -4.526 -0.6 0.0 -0.3
P -5.698 -5.319 -4.456 0.5 0.5 0.1
N -4.740 -5.592 -5.814 0.8 -0.7 0.6
C -3.464 -4.884 -5.880 -0.1 -0.4 1.3
C -5.407 -5.581 -7.099 0.2 0.2 0.1
N -6.605 -6.685 -4.329 -1.0 0.4 -0.4
C -6.097 -8.009 -4.528 -0.7 -0.5 0.6
C -8.072 -6.623 -4.318 0.4 0.2 1.5
N -4.698 -5.206 -3.133 0.9 0.1 0.5
C -4.107 -3.913 -2.812 1.0 0.8 1.6
C -4.105 -6.229 -2.267 -1.8 -0.5 0.3
H -2.966 -5.113 -6.796 0.4 -0.5 -0.6
H -2.786 -5.124 -5.016 -0.7 0.3 -0.8
H -3.700 -3.841 -5.920 0.4 1.2 0.2
H -6.381 -6.030 -6.947 -0.2 -0.3 -0.5
H -4.769 -6.067 -7.851 -0.4 -0.4 0.2
H -5.544 -4.565 -7.473 -0.2 0.3 0.1
H -6.504 -8.500 -5.407 -0.3 0.0 -0.3
H -5.058 -7.968 -4.659 1.5 -0.1 -0.1
H -6.325 -8.646 -3.663 0.0 0.0 -0.1
H -8.427 -5.599 -4.417 0.1 0.0 -0.1
H -8.455 -7.242 -5.106 -0.3 -0.3 -0.6
H -8.455 -7.024 -3.348 0.2 0.2 -0.6
H -3.008 -3.986 -2.840 0.0 -0.1 -0.3
H -4.357 -3.042 -3.422 -0.4 -0.5 -0.1
H -4.244 -3.603 -1.714 -0.5 -0.6 -1.3
H -4.689 -7.153 -2.282 -0.2 0.1 -0.1
H -4.131 -5.890 -1.227 -0.1 0.1 -0.1
H -3.100 -6.547 -2.422 1.1 0.2 -0.8
O -1.528 1.414 0.006 -0.8 0.7 -0.1
P -0.571 0.327 -0.261 -1.0 -1.6 -0.6
N 0.535 0.788 -1.343 1.2 0.6 -1.2
C 1.328 -0.192 -2.111 1.0 1.0 1.5
C 0.908 2.195 -1.425 -0.4 1.3 -0.3
N -1.152 -1.093 -0.956 -0.4 2.1 1.1
C -0.862 -2.360 -0.404 -1.0 -1.9 -1.4
C -2.101 -0.956 -2.067 1.9 2.7 0.5
N 0.129 -0.196 1.142 -0.1 -1.6 0.8
C 0.938 0.830 1.777 -1.0 0.2 0.1
C -0.762 -0.912 2.121 -0.3 -0.3 -1.1
H 2.416 -0.080 -1.940 -0.4 0.3 0.0
H 1.173 -0.181 -3.162 -0.5 0.3 -1.0
H 1.102 -1.152 -1.735 -0.3 -1.2 0.2
H 0.913 2.590 -2.497 0.4 -0.7 1.3
H 1.817 2.434 -0.838 0.1 -0.3 -0.9
H 0.134 2.809 -0.922 0.1 -0.5 -0.3
H -1.608 -2.781 0.273 -0.4 0.2 0.3
H -0.945 -3.036 -1.286 0.8 -0.2 0.6
H 0.082 -2.403 0.115 0.4 -0.1 -0.3
H -2.089 0.150 -2.329 0.3 -1.4 -0.2
H -1.769 -1.540 -2.893 0.0 -0.5 -0.8
H -3.108 -1.086 -1.824 -1.7 -0.9 0.6
H 1.419 1.410 1.033 0.5 0.7 -0.7
H 0.315 1.472 2.395 -0.2 0.4 0.1
H 1.709 0.467 2.412 0.7 -0.9 0.6
H -0.305 -0.731 3.058 0.0 0.2 1.3
H -0.777 -2.038 1.999 0.0 1.4 -0.1
H -1.817 -0.508 2.113 1.0 -0.4 0.0
O -0.821 -0.545 5.562 0.5 0.3 -0.7
P -1.584 -1.609 6.229 -1.6 0.1 1.1
N -2.691 -2.427 5.309 -1.5 -1.0 -0.2
C -3.625 -1.589 4.526 1.3 1.8 1.2
C -3.246 -3.810 5.589 0.7 0.4 -1.5
N -2.472 -0.862 7.477 1.2 0.6 -0.2
C -3.552 -1.542 8.141 -0.9 0.4 0.5
C -1.949 0.381 8.164 -1.4 -1.3 0.5
N -0.689 -2.889 6.839 -0.4 0.4 -0.3
C -0.133 -2.666 8.115 1.0 -1.5 1.9
C 0.138 -3.607 5.895 -1.9 -0.6 -1.4
H -2.999 -0.768 4.143 -0.4 0.0 0.2
H -4.495 -1.145 5.064 0.7 -0.5 0.2
H -4.014 -2.048 3.673 -0.5 -1.4 -1.3
H -3.292 -4.349 4.582 -0.1 0.6 1.4
H -4.256 -3.782 6.032 0.4 0.1 -0.3
H -2.560 -4.350 6.240 -0.1 0.1 0.0
H -4.393 -0.834 8.289 0.4 -0.2 0.1
H -3.968 -2.330 7.530 0.1 -0.2 -0.2
H -3.319 -1.986 9.127 0.2 0.2 -0.3
H -2.627 1.272 8.083 0.2 -1.1 0.1
H -1.765 0.108 9.242 -0.2 0.6 -0.9
H -1.046 0.667 7.693 1.0 0.1 -0.3
H -0.196 -3.625 8.741 0.3 1.3 -0.6
H 0.926 -2.351 8.050 -0.2 -0.1 0.1
H -0.663 -1.886 8.637 -0.2 0.1 0.3
H 0.093 -4.694 5.946 -0.3 -0.3 0.8
H 1.188 -3.385 5.899 0.3 0.8 0.0
H -0.416 -3.428 4.943 1.3 0.0 0.0
O -3.007 -0.715 -5.356 0.5 1.3 0.2
P -3.593 0.680 -5.483 -0.6 -2.7 0.2
N -5.210 0.449 -5.147 -1.2 1.4 -0.6
C -6.124 1.541 -5.624 0.2 -0.2 0.5
C -5.874 -0.874 -5.042 0.9 0.3 0.2
N -3.355 1.163 -7.046 0.3 0.7 0.8
C -3.775 0.164 -7.990 3.6 -0.3 -0.7
C -3.554 2.464 -7.629 2.2 1.2 -0.2
N -3.095 1.940 -4.559 -0.2 0.0 1.3
C -3.600 2.136 -3.156 -0.8 0.3 -1.0
C -1.728 2.438 -4.754 -0.1 0.6 1.1
H -6.946 1.739 -4.922 0.0 -0.6 -0.1
H -6.538 1.362 -6.632 0.1 -0.2 0.3
H -5.639 2.516 -5.666 0.5 -0.2 0.0
H -6.476 -0.945 -4.136 -0.1 0.1 0.0
H -5.138 -1.678 -5.017 0.0 0.3 0.1
H -6.491 -1.066 -5.907 -0.4 0.1 -0.3
H -3.339 0.430 -8.965 -0.5 0.0 0.1
H -3.290 -0.761 -7.723 -0.2 -0.6 0.1
H -4.792 0.077 -8.009 -2.9 -0.4 -0.4
H -3.553 3.357 -6.983 0.4 -0.7 0.3
H -2.768 2.608 -8.422 -0.7 0.1 0.8
H -4.479 2.502 -8.095 -2.0 0.0 -1.1
H -4.543 1.587 -2.985 0.7 -0.2 -0.1
H -2.851 1.973 -2.377 0.0 -0.3 -0.2
H -3.914 3.174 -3.086 0.2 0.4 0.1
H -1.010 1.647 -4.592 0.4 -0.5 -0.4
H -1.480 3.120 -3.883 -0.5 -0.1 -1.4
H -1.656 2.880 -5.755 0.5 0.0 0.5
C 1.861 3.839 -6.886 -1.0 -0.5 -2.4
C 0.379 4.230 -6.926 0.5 -0.1 2.0
O -0.422 3.683 -7.650 -0.7 0.1 -0.8
N 0.061 5.155 -5.969 1.1 -0.2 -0.2
C -1.229 5.708 -5.707 0.0 -1.2 0.3
H 2.328 4.675 -7.404 0.6 0.0 0.3
H 1.989 2.936 -7.569 -0.1 1.0 1.2
H 2.216 3.708 -5.886 0.4 -0.1 0.5
H 0.758 5.381 -5.263 0.2 -0.1 -0.2
H -1.383 6.583 -6.295 -0.5 0.8 -0.4
H -1.323 5.918 -4.638 0.1 0.2 -0.1
H -1.935 4.920 -5.929 -0.7 0.2 -0.3
C 0.980 7.746 -3.046 -1.3 1.3 0.6
C 2.015 6.756 -3.276 0.0 -0.7 -1.0
O 1.765 5.697 -3.821 -1.2 -1.9 -1.0
N 3.250 6.988 -2.952 0.6 1.4 -0.4
C 4.215 6.013 -3.152 -0.7 -4.1 1.7
H 1.400 8.664 -2.592 -0.5 -0.3 -0.6
H 0.251 7.326 -2.348 0.1 0.0 0.2
H 0.377 7.877 -3.971 0.7 0.3 0.5
H 3.452 7.747 -2.344 0.5 1.1 0.6
H 3.809 5.034 -2.662 0.5 1.1 -1.3
H 5.031 6.132 -2.519 1.7 1.0 0.8
H 4.546 5.729 -4.125 -0.2 0.3 -1.0
C 5.250 0.577 -1.116 -1.3 -0.9 -0.7
C 4.848 1.296 0.137 -1.3 3.2 -1.9
O 3.986 2.213 0.075 1.1 -1.6 0.4
N 5.512 1.064 1.249 -0.2 -1.2 1.3
C 5.095 1.635 2.516 0.7 0.3 0.3
H 4.777 -0.453 -1.016 0.8 1.1 -0.7
H 6.306 0.482 -1.409 -0.3 0.0 0.8
H 4.756 1.164 -1.921 0.2 -0.8 0.4
H 5.902 0.132 1.320 0.2 0.2 0.0
H 4.048 1.619 2.841 -0.1 -0.2 -0.8
H 5.457 2.657 2.594 -0.1 0.2 0.0
H 5.646 1.035 3.202 0.2 -0.1 0.8
C 4.074 -6.095 1.445 -0.2 0.5 -0.7
C 3.182 -5.068 0.756 2.2 0.4 -0.7
O 2.165 -5.408 0.186 -1.2 0.1 0.0
N 3.772 -3.843 0.610 0.4 -1.2 1.9
C 3.084 -2.712 0.141 -2.1 -1.2 -3.1
H 4.338 -5.749 2.436 0.6 0.1 0.1
H 4.940 -6.301 0.765 -0.6 0.2 0.9
H 3.459 -6.965 1.540 -0.1 -0.7 0.1
H 4.579 -3.661 1.217 -0.3 -0.1 -0.2
H 2.108 -3.099 -0.355 1.7 0.7 0.6
H 3.684 -2.215 -0.603 0.1 0.2 -0.5
H 2.769 -1.998 0.825 -0.4 1.2 1.9
C -5.421 -4.693 1.155 2.9 1.8 1.4
C -5.332 -5.322 2.558 -0.5 0.3 0.2
O -5.852 -4.905 3.600 0.4 0.1 -1.4
N -4.551 -6.424 2.555 -0.4 -0.6 0.5
C -4.411 -7.199 3.788 0.8 -0.9 0.0
H -5.586 -3.598 1.227 0.0 -0.6 0.1
H -6.145 -5.072 0.526 -1.7 -1.1 -1.1
H -4.403 -4.828 0.659 -1.3 0.1 0.5
H -4.235 -6.791 1.660 0.2 0.0 0.5
H -3.410 -7.005 4.223 -0.5 -0.2 -0.1
H -4.500 -8.299 3.615 0.2 0.9 -0.2
H -5.156 -6.953 4.550 0.0 0.3 -0.5
C -0.125 -3.048 -5.474 0.9 -0.7 0.5
C 0.621 -1.821 -6.007 1.2 -0.9 -1.4
O 1.837 -1.886 -6.358 -2.0 0.2 1.1
N -0.169 -0.780 -6.319 -0.2 -1.2 1.6
C 0.306 0.309 -7.081 0.8 0.3 -1.4
H -1.103 -2.782 -5.081 -0.1 0.0 0.0
H 0.478 -3.574 -4.659 -0.7 0.7 -1.2
H -0.274 -3.763 -6.331 0.3 0.7 0.8
H -1.139 -0.782 -5.973 0.3 0.0 -0.2
H 0.938 1.029 -6.531 -0.6 -0.1 0.0
H -0.592 0.747 -7.536 0.6 0.5 0.1
H 0.976 -0.124 -7.865 -0.5 0.5 0.3
C -0.133 -7.863 -0.862 -0.6 0.2 -0.1
C -1.132 -7.251 0.145 0.8 -0.7 0.0
O -2.263 -7.690 0.276 -0.6 0.4 0.2
N -0.551 -6.313 0.924 0.6 0.4 -0.6
C -1.071 -5.611 2.084 0.3 -1.1 -0.8
H -0.661 -8.296 -1.740 0.3 0.2 0.8
H 0.445 -8.636 -0.333 -0.2 0.2 -0.3
H 0.558 -7.091 -1.195 0.1 -0.1 -0.1
H 0.400 -6.087 0.681 0.2 0.1 -0.2
H -0.284 -4.992 2.488 0.1 0.4 -0.1
H -1.252 -6.383 2.802 -0.8 -0.1 0.9
H -1.944 -5.045 1.808 -0.4 0.3 0.3
C 3.502 -3.908 -3.070 -0.2 -0.8 -2.6
C 4.393 -2.720 -3.385 0.7 -1.1 0.9
O 5.419 -2.512 -2.744 -0.1 0.1 0.4
N 4.097 -2.006 -4.461 0.4 0.6 -0.4
C 5.081 -1.118 -5.035 0.0 -0.1 -1.5
H 2.459 -3.750 -3.322 -0.3 0.4 0.1
H 3.574 -4.300 -2.098 0.3 -0.2 1.3
H 3.770 -4.750 -3.790 0.0 1.0 0.8
H 3.350 -2.277 -5.061 -0.8 -0.1 -0.4
H 5.193 -0.170 -4.527 0.3 0.0 0.6
H 4.707 -0.835 -6.017 -0.3 0.0 -0.1
H 6.044 -1.611 -5.274 -0.4 0.2 0.8
C -4.504 1.180 0.771 0.3 -1.4 0.7
Cl -5.606 2.494 0.427 0.0 -0.1 -0.2
Cl -5.233 -0.496 0.517 0.3 0.9 -0.2
H -3.563 1.218 0.208 -0.5 0.2 0.0
H -4.282 1.148 1.842 -0.1 0.4 -0.3